P.
Here is a 2-piece molecular cluster, H4OS2 overall from the OMol25 dataset. Energies are from ωB97M-V/def2-TZVPD.

The value obtained for the LUMO energy is 0.0 eV. Its gap between HOMO and LUMO is 9.7 eV. The SMILES is SS.O. Its total charge is 0.

Atoms and positions in Å:
S  2.09  1.91  2.54
S  2.19  0.26  1.21
H  1.19  1.57  3.49
H  1.11  0.56  0.47
O  -2.50  -1.25  -2.75
H  -2.28  -1.26  -1.79
H  -1.79  -1.79  -3.17

How is the electron density shared among the atoms? According to Löwdin, the charges in e are: S 0.207; S 0.217; H -0.210; H -0.215; O -0.090; H 0.044; H 0.046



Q.
Here is a 2-piece molecular cluster, H4OS2 overall from the OMol25 dataset. Energies are from ωB97M-V/def2-TZVPD.

The value obtained for the LUMO energy is 0.3 eV. Its gap between HOMO and LUMO is 9.8 eV. The SMILES is SS.O. Its total charge is 0.

Atoms and positions in Å:
S  -0.48  1.77  1.72
S  -0.62  0.45  0.21
H  -1.65  2.41  1.89
H  -0.70  1.42  -0.73
O  1.11  -2.35  -1.25
H  1.75  -1.61  -1.39
H  0.60  -2.09  -0.45

How is the electron density shared among the atoms? According to Löwdin, the charges in e are: S 0.200; S 0.233; H -0.191; H -0.184; O -0.103; H 0.044; H 0.001



Least stable of them? Q.



P.
Here is C8H12N4O in the gas phase from the OMol25 dataset. Energies are from ωB97M-V/def2-TZVPD.

The value obtained for the LUMO energy is 0.1 eV. Its gap between HOMO and LUMO is 8.8 eV. The SMILES is CCCNc1cncc(C(N)=O)n1. Its total charge is 0.

Atoms and positions in Å:
C  2.72  -1.52  0.63
C  2.54  -0.05  0.41
C  1.68  0.34  -0.76
N  0.91  1.48  -0.41
C  -0.39  1.41  -0.14
C  -1.19  2.60  0.23
N  -2.49  2.49  0.29
C  -3.02  1.25  0.27
C  -2.26  0.12  0.05
C  -2.79  -1.32  -0.11
N  -1.80  -2.25  -0.37
O  -3.85  -1.73  0.23
N  -0.94  0.24  -0.27
H  2.95  -1.75  1.69
H  3.51  -1.93  0.01
H  1.77  -2.05  0.41
H  2.11  0.26  1.39
H  3.64  0.32  0.40
H  1.04  -0.46  -1.11
H  2.40  0.45  -1.54
H  1.27  2.32  -0.84
H  -0.78  3.61  0.28
H  -4.06  1.14  0.32
H  -0.88  -1.82  -0.31
H  -2.11  -3.15  -0.78

How is the electron density shared among the atoms? According to Löwdin, the charges in e are: C -0.139; C -0.269; C -0.223; N 0.030; C -0.311; C -0.042; N 0.070; C -0.079; C -0.131; C -0.487; N 0.134; O 0.079; N 0.142; H 0.081; H 0.065; H 0.072; H 0.118; H 0.133; H 0.104; H 0.114; H 0.148; H 0.111; H 0.101; H 0.057; H 0.123



Q.
Here is C8H12N4O in the gas phase from the OMol25 dataset. Energies are from ωB97M-V/def2-TZVPD.

The value obtained for the LUMO energy (alpha / beta) is -0.1 / -0.7 eV. Its gap between HOMO and LUMO (alpha / beta) is 8.5 / 6.3 eV. Its total charge is 0.

Atoms and positions in Å:
C  0.71  -1.77  0.02
C  -0.11  -0.71  -0.23
C  1.99  -1.14  0.22
C  -1.54  -0.73  -0.57
C  0.24  1.64  -0.55
C  3.27  -1.85  0.48
C  1.17  2.73  -0.42
C  -3.71  0.07  -0.17
N  1.93  0.20  0.10
N  0.69  0.37  -0.28
N  -1.98  0.43  1.45
N  -2.38  -0.04  0.28
O  -1.91  -1.52  -1.44
H  0.47  -2.68  0.44
H  -0.70  1.61  -0.95
H  3.94  -1.28  -0.14
H  3.55  -1.71  1.54
H  3.23  -2.94  0.08
H  1.07  3.66  -1.13
H  2.23  2.34  -0.46
H  1.12  3.05  0.65
H  -4.33  -0.53  0.40
H  -4.05  1.08  0.08
H  -3.72  -0.20  -1.19
H  -1.20  -0.08  1.80

How is the electron density shared among the atoms? According to Löwdin, the charges in e are: C 0.056; C -0.186; C -0.316; C -0.364; C -0.092; C -0.047; C -0.106; C -0.026; N 0.139; N -0.130; N 0.167; N -0.216; O 0.098; H 0.095; H 0.082; H 0.064; H 0.082; H 0.114; H 0.116; H 0.075; H 0.089; H 0.073; H 0.108; H 0.081; H 0.045



Least stable of them? Q.



P.
Here is CH3I2O2P as an isolated structure from the OMol25 dataset. Energies are from ωB97M-V/def2-TZVPD.

The value obtained for the LUMO energy is -2.6 eV. Its gap between HOMO and LUMO is 7.2 eV. Its total charge is 0.

Atoms and positions in Å:
C  0.52  1.23  -0.81
O  -2.10  -0.84  0.73
O  -0.03  0.05  -1.16
P  -0.75  -1.23  0.59
I  0.53  -0.43  2.53
I  -0.29  -3.63  0.22
H  1.21  1.55  -1.57
H  1.19  1.27  0.16
H  -0.29  2.02  -0.69

How is the electron density shared among the atoms? According to Löwdin, the charges in e are: C -0.333; O -0.467; O -0.325; P -0.046; I 0.496; I 0.465; H 0.065; H 0.051; H 0.093



Q.
Here is CH3I2O2P in the gas phase from the OMol25 dataset. Energies are from ωB97M-V/def2-TZVPD.

The value obtained for the LUMO energy is -0.3 eV. Its gap between HOMO and LUMO is 8.8 eV. The SMILES is OCOP(I)I. Its total charge is 0.

Atoms and positions in Å:
O  0.15  -0.72  1.59
C  -0.28  0.39  0.95
O  0.41  0.59  -0.25
P  0.17  -0.73  -1.27
I  1.79  -0.09  -2.94
I  -2.01  -0.08  -2.30
H  1.16  -0.65  1.95
H  -1.34  0.09  0.69
H  -0.05  1.20  1.58

How is the electron density shared among the atoms? According to Löwdin, the charges in e are: O -0.103; C -0.481; O -0.552; P 0.078; I 0.356; I 0.288; H 0.193; H 0.098; H 0.124



Least stable of them? P.